48
Properties=species:S:1:pos:R:3:lowdin_charge:R:1 method="wB97M-V/def2-TZVPD" homo_lumo_gap_ev="4.28 / 4.88" s2=8.786 lumo_energy_ev="4.60 / 2.95" total_energy_ha=-2837.11079 charge=-2 fmax_ha_per_bohr=0.0736 spin_multiplicity=6
C -0.6562 0.8620 -1.9455 -0.28
C -1.4932 -0.2357 -1.8209 -0.23
C -0.6948 -1.4358 -1.6239 -0.26
C -2.9672 -0.2248 -1.9407 -0.06
C 0.6439 -1.0890 -1.5844 -0.29
C 0.7786 0.4101 -1.7468 -0.50
C 1.8346 0.9066 -2.6590 -0.09
C -1.0462 2.2264 -2.3580 -0.10
C -1.2360 -2.8010 -1.4733 -0.08
C 1.7938 -2.0030 -1.5138 -0.07
Ir 0.9331 1.0377 0.2063 1.16
Cl -3.0258 -1.8927 1.2420 -0.31
Cl -0.7365 2.4640 0.9895 -0.03
O 2.6728 0.2039 0.5125 -0.45
H -3.3519 0.7971 -1.8462 0.07
H -3.4136 -0.8402 -1.1455 0.01
H -3.2803 -0.6218 -2.9186 0.08
H -2.0206 -2.8122 -0.6963 -0.03
H -0.4485 -3.4940 -1.1597 0.07
H -1.6761 -3.1552 -2.4152 0.08
H 1.5284 -2.9197 -0.9727 0.07
H 2.6156 -1.5146 -0.9751 0.06
H 2.1465 -2.3015 -2.5140 0.08
H 2.8203 0.6864 -2.2488 0.08
H 1.7308 1.9738 -2.8407 0.06
H 1.7423 0.3866 -3.6192 0.08
H -1.9540 2.5447 -1.8268 0.06
H -1.2533 2.2728 -3.4403 0.08
H -0.2434 2.9336 -2.1183 0.06
H 2.6640 0.0717 1.4932 -0.03
O 1.8824 2.5950 -0.3525 -0.45
H 2.7337 2.6132 0.1225 0.00
O 1.8132 2.2233 4.7182 -0.33
S 1.8447 0.7904 4.5639 0.64
O 3.0108 0.0516 4.9822 -0.34
N 1.4211 0.3660 2.9948 -0.19
C 0.2627 -0.2565 2.8959 -0.74
S -0.3416 -0.4854 1.3276 0.72
C -0.3921 -0.5235 4.1642 -0.23
C -1.5919 -1.1801 4.4549 -0.05
C -2.0242 -1.2474 5.7781 -0.11
C -1.2987 -0.6052 6.7940 -0.14
C -0.0961 0.0543 6.5064 -0.09
C 0.3490 0.0651 5.1935 -0.26
H -2.1605 -1.6038 3.6244 0.01
H -2.9444 -1.7843 6.0261 0.09
H -1.6707 -0.6161 7.8208 0.07
H 0.4954 0.5595 7.2689 0.10

51
Properties=species:S:1:pos:R:3:lowdin_charge:R:1 method="wB97M-V/def2-TZVPD" homo_lumo_gap_ev="6.31 / 7.19" e_above_lowest_ev=0.3609 s2=0.790 lumo_energy_ev="-7.92 / -7.10" total_energy_ha=-3861.67523 charge=+2 fmax_ha_per_bohr=0.0229 spin_multiplicity=2
V 1.5040 0.7316 0.5620 0.77
Cl 1.6965 -6.7531 0.7718 0.77
C 1.7645 -5.0387 0.7421 -0.64
C 0.6997 -4.3111 1.2651 -0.10
C 0.7644 -2.9332 1.2429 -0.57
Cl -0.5355 -1.9837 1.8696 0.76
C 1.8753 -2.2771 0.7020 -0.38
O 1.9105 -0.9299 0.6751 -0.26
C 2.9282 -3.0281 0.1773 -0.58
Cl 4.2709 -2.2022 -0.5014 0.77
C 2.8792 -4.4081 0.2010 -0.09
H -0.1574 -4.8162 1.6865 0.12
H 3.6967 -4.9893 -0.2012 0.12
C -2.3027 -3.1893 -1.7258 -0.06
C -3.2664 -2.0879 -2.1672 -0.40
C -4.1060 -1.5801 -0.9989 -0.06
C -2.5429 -0.9483 -2.8889 -0.07
N -1.6275 -0.2027 -1.9996 -0.04
C -0.4118 -0.5178 -1.5796 -0.05
N -0.0127 0.4439 -0.7700 -0.04
N -1.0363 1.3388 -0.6903 0.02
N -1.9907 0.9509 -1.4332 0.15
H -2.8611 -4.0459 -1.3500 0.10
H -1.6606 -2.8530 -0.9067 0.05
H -1.6774 -3.5435 -2.5487 0.09
H -3.9316 -2.5032 -2.9278 0.15
H -3.4759 -1.1898 -0.1947 0.07
H -4.6947 -2.3937 -0.5779 0.09
H -4.7933 -0.7918 -1.3081 0.09
H -3.2396 -0.2025 -3.2653 0.14
H -1.9410 -1.3187 -3.7179 0.14
H 0.1465 -1.3938 -1.8656 0.17
C 4.0716 2.0063 -1.1221 0.01
C 2.7806 1.8177 -0.4510 -0.33
O 1.8428 2.5869 -0.3223 -0.01
H 4.8708 1.8093 -0.4039 0.11
H 4.1551 3.0073 -1.5414 0.11
H 4.1693 1.2455 -1.9006 0.11
C 0.8764 4.5915 3.9084 0.02
N 0.2189 4.4406 2.6083 -0.09
C -0.4251 5.4431 1.9131 0.00
C -0.9300 4.8936 0.7844 -0.01
N -0.6118 3.5584 0.8252 0.08
C 0.0970 3.2974 1.9288 -0.66
S 0.6497 1.7276 2.4408 0.78
H 1.0554 5.6483 4.0792 0.11
H 1.8233 4.0590 3.9035 0.09
H 0.2361 4.1972 4.6947 0.11
H -0.4567 6.4540 2.2787 0.14
H -1.4822 5.3346 -0.0256 0.14
H -0.8124 2.8492 0.1250 0.07

46
Properties=species:S:1:pos:R:3:lowdin_charge:R:1 method="wB97M-V/def2-TZVPD" homo_lumo_gap_ev=4.90 e_above_lowest_ev=1.6716 lumo_energy_ev=4.77 total_energy_ha=-3191.58491 charge=-2 fmax_ha_per_bohr=0.0301
C -0.9032 0.5480 -2.7313 -0.32
C -1.7223 -0.6211 -2.7046 -0.31
C -0.8957 -1.7386 -2.4131 -0.31
C -3.1700 -0.6871 -3.0350 -0.08
C 0.4580 -1.2730 -2.2670 -0.39
C 0.4585 0.1556 -2.4478 -0.37
C 1.6931 0.9290 -2.7260 -0.07
C -1.3637 1.8566 -3.2477 -0.07
C -1.3642 -3.1430 -2.4414 -0.07
C 1.6850 -2.1102 -2.3614 -0.10
Ti -0.3603 -0.1374 -0.2685 0.39
Cl -2.5749 -0.1650 0.1850 0.14
Cl -0.1496 2.1246 -0.1993 0.25
Cl 0.2859 -2.2964 0.3675 0.21
H -3.6835 0.2542 -2.7889 0.07
H -3.6738 -1.4991 -2.4880 0.07
H -3.2998 -0.8759 -4.1140 0.08
H -2.2598 -3.2764 -1.8187 0.08
H -0.5996 -3.8296 -2.0684 0.06
H -1.6302 -3.4328 -3.4683 0.08
H 1.6195 -2.9927 -1.7175 0.03
H 2.5661 -1.5411 -2.0524 0.07
H 1.8439 -2.4419 -3.3988 0.08
H 2.5462 0.4878 -2.1992 0.07
H 1.6309 1.9674 -2.3908 0.03
H 1.9268 0.9219 -3.8033 0.08
H -2.2713 2.1809 -2.7225 0.07
H -1.6067 1.7906 -4.3195 0.08
H -0.5972 2.6234 -3.1121 0.07
O 2.5535 3.1514 -0.6632 -0.67
H 3.0893 3.7355 -0.0600 -0.19
O 1.8432 1.7910 2.9902 0.06
C 1.3259 1.2301 4.0948 -0.26
C 1.7586 1.7288 5.3403 -0.03
C 1.2288 1.2343 6.5232 -0.12
C 0.2540 0.2314 6.4809 -0.13
C -0.1627 -0.2735 5.2479 -0.04
C 0.3538 0.1942 4.0420 -0.05
C -0.2762 -0.2723 2.7453 -0.59
O -1.2909 -0.9645 2.7827 -0.04
O 0.3330 0.1582 1.6575 -0.35
H 1.4062 1.3537 2.2009 0.08
H 2.5134 2.5095 5.3205 0.11
H 1.5895 1.6260 7.4672 0.08
H -0.1830 -0.1629 7.3912 0.08
H -0.9244 -1.0496 5.1920 0.11

48
Properties=species:S:1:pos:R:3:lowdin_charge:R:1 method="wB97M-V/def2-TZVPD" homo_lumo_gap_ev=8.35 lumo_energy_ev=-0.39 total_energy_ha=-1719.42076 charge=0 fmax_ha_per_bohr=0.0281
F 2.0058 -2.0924 1.3971 -0.06
C 2.2954 -1.9465 0.0557 -0.20
C 1.1882 -1.2043 -0.7066 -0.14
C 0.2323 -0.3792 0.1887 -0.13
C -1.1795 -0.9786 0.1773 -0.22
C -2.2338 -0.2716 -0.4798 -0.02
C -3.5003 -0.8157 -0.5470 -0.01
C -3.7051 -2.0820 0.0474 -0.36
N -4.8422 -2.8004 0.0798 -0.25
S -4.5534 -4.1468 0.8957 0.98
N -2.9713 -3.9511 1.2738 -0.22
C -2.6500 -2.7773 0.7320 -0.38
C -1.3541 -2.1910 0.7817 0.02
H 2.4107 -2.9508 -0.3520 0.11
H 3.2467 -1.4246 -0.0605 0.11
H 0.6075 -1.9396 -1.2605 0.11
H 1.6125 -0.5347 -1.4539 0.08
H 0.5631 -0.3313 1.2237 0.11
H 0.1497 0.6473 -0.1687 0.11
H -2.0403 0.6870 -0.9371 0.11
H -4.2961 -0.3022 -1.0643 0.12
H -0.5287 -2.6965 1.2623 0.12
C 6.8403 -0.7051 -3.5747 -0.02
C 5.8528 0.4326 -3.5057 -0.33
C 5.7638 1.1288 -2.1680 -0.09
O 4.4106 1.6054 -2.1645 0.07
C 3.6859 0.7840 -2.9614 -0.56
O 2.4997 0.7830 -3.0297 0.15
O 4.5014 -0.0417 -3.6596 0.09
H 6.7264 -1.2531 -4.5094 0.09
H 7.8612 -0.3292 -3.5126 0.09
H 6.6756 -1.4122 -2.7604 0.09
H 6.0433 1.1516 -4.3074 0.16
H 6.4585 1.9585 -2.0626 0.14
H 5.8905 0.4403 -1.3289 0.14
C -3.9702 0.6841 3.3482 -0.01
C -3.6877 2.0666 2.8145 -0.34
C -4.0459 3.1990 3.7465 -0.09
O -4.3312 4.2635 2.8263 0.06
C -4.7308 3.7007 1.6549 -0.56
O -5.2054 4.2957 0.7469 0.17
O -4.5019 2.3622 1.6751 0.08
H -3.8257 -0.0559 2.5597 0.07
H -3.3067 0.4380 4.1772 0.09
H -5.0026 0.6035 3.6916 0.09
H -2.6417 2.1429 2.4990 0.16
H -3.2408 3.4829 4.4195 0.14
H -4.9483 2.9924 4.3273 0.14

50
Properties=species:S:1:pos:R:3:lowdin_charge:R:1 method="wB97M-V/def2-TZVPD" homo_lumo_gap_ev="3.69 / 2.56" lumo_energy_ev="-6.18 / -6.84" total_energy_ha=-1530.55398 charge=+1 fmax_ha_per_bohr=0.0896
Ir 0.4335 0.2686 0.5646 1.52
O 4.8580 -5.2465 -0.0074 0.04
C 3.6802 -5.4390 0.0503 -0.69
O 2.8373 -6.2762 0.1575 0.05
C 2.9069 -3.8984 -0.0344 -0.04
C 3.6918 -2.7680 0.0334 0.02
C 3.0352 -1.5448 0.0117 -0.10
N 1.7146 -1.4617 -0.0746 -0.05
C 0.9820 -2.5683 -0.1748 -0.18
C 1.5402 -3.8406 -0.1531 0.07
C -0.5537 -2.3883 -0.3976 -0.59
O -1.2530 -3.3680 -0.4231 0.14
O -0.8880 -1.1753 -0.5933 -0.08
H 4.7666 -2.8321 0.1010 0.12
H 3.5820 -0.6135 0.0445 0.12
H 0.9083 -4.7122 -0.2348 0.14
O -0.9295 0.6582 2.4450 -0.02
C -0.3937 -0.2270 3.1178 -0.62
O 0.5672 -0.9345 2.7192 -0.04
C -0.8560 -0.4900 4.5671 -0.15
N 0.1223 -1.4733 5.1156 0.09
C 0.9920 -0.7645 6.0981 -0.09
C 0.7992 0.7132 5.7720 -0.13
C -0.6771 0.7821 5.3932 -0.10
H -1.8756 -0.8758 4.5565 0.18
H 0.6658 -1.7199 4.2343 0.16
H -0.3040 -2.3098 5.5151 0.19
H 2.0240 -1.0972 5.9955 0.14
H 0.6415 -0.9792 7.1082 0.14
H 1.4209 0.9988 4.9248 0.12
H 1.0437 1.3538 6.6144 0.13
H -0.9320 1.6570 4.7983 0.13
H -1.3099 0.7716 6.2796 0.13
O 1.6655 3.2355 -1.7573 0.15
C 0.7326 2.4914 -1.6244 -0.59
O 0.1772 2.0837 -0.5421 -0.19
C 0.0090 1.9270 -2.9156 -0.15
N -1.1847 1.1608 -2.4709 0.07
C -2.3679 1.6976 -3.1798 -0.10
C -1.9962 3.1567 -3.4086 -0.13
C -0.5226 3.0582 -3.7988 -0.11
H 0.7306 1.3020 -3.4417 0.17
H -1.2139 1.3630 -1.4378 0.14
H -1.0900 0.1439 -2.5371 0.17
H -3.2646 1.5555 -2.5809 0.14
H -2.4791 1.1757 -4.1326 0.14
H -2.1146 3.7285 -2.4882 0.13
H -2.6037 3.6205 -4.1806 0.13
H 0.0269 3.9795 -3.6185 0.13
H -0.4199 2.8020 -4.8527 0.13

46
Properties=species:S:1:pos:R:3:lowdin_charge:R:1 method="wB97M-V/def2-TZVPD" homo_lumo_gap_ev="7.17 / 7.09" s2=8.756 lumo_energy_ev="-3.23 / -3.36" total_energy_ha=-3116.19469 charge=+1 fmax_ha_per_bohr=0.0158 spin_multiplicity=6
Mn 0.3420 -0.2205 0.5667 0.61
C 2.2218 4.8616 -1.5671 -0.18
Si 3.1650 4.4280 -0.0245 0.49
C 4.8801 5.1592 -0.1402 -0.19
C 2.3644 5.0348 1.5404 -0.18
C 3.3843 2.5423 0.0692 -0.23
C 4.6531 1.9772 0.0974 -0.05
C 4.8388 0.5977 0.1927 -0.05
C 3.7226 -0.1950 0.2402 -0.15
N 2.4753 0.3032 0.1895 -0.09
C 2.2977 1.6494 0.1310 -0.73
S 0.6231 2.1634 0.1570 0.58
H 2.1776 5.9488 -1.6805 0.04
H 1.2018 4.4769 -1.5547 0.00
H 2.7350 4.4549 -2.4423 0.04
H 4.7980 6.2484 -0.1989 0.04
H 5.4128 4.8246 -1.0350 0.04
H 5.4910 4.9256 0.7362 0.04
H 2.3270 6.1284 1.5349 0.04
H 2.9563 4.7262 2.4058 0.04
H 1.3493 4.6580 1.6614 0.01
H 5.5243 2.6217 0.0592 0.10
H 5.8244 0.1553 0.2246 0.11
H 3.8273 -1.2725 0.3051 0.10
C -4.9604 -0.4680 -0.0065 -0.02
N -4.0626 -1.6219 0.0002 -0.12
C -4.4562 -2.9462 0.0163 -0.01
C -3.3522 -3.6943 -0.0037 -0.01
N -2.2510 -2.8199 -0.0334 0.03
C -2.7229 -1.5269 -0.0368 -0.65
S -1.9481 -0.0258 -0.1182 0.69
C -0.9040 -3.2842 -0.0464 -0.22
C -0.6719 -4.6570 -0.0543 0.02
C 0.6229 -5.1260 -0.1196 -0.02
C 1.6694 -4.2216 -0.1898 -0.02
C 1.3515 -2.8864 -0.1624 -0.11
N 0.0944 -2.4075 -0.0747 0.04
H -5.9823 -0.8349 -0.0167 0.10
H -4.7775 0.1411 -0.8883 0.09
H -4.7931 0.1391 0.8800 0.10
H -5.4903 -3.2411 0.0376 0.14
H -3.2695 -4.7615 -0.0121 0.12
H -1.4837 -5.3623 -0.0173 0.10
H 0.8087 -6.1921 -0.1282 0.13
H 2.6989 -4.5416 -0.2594 0.12
H 2.1259 -2.1366 -0.2339 0.07